This record from OMol25 describes C30H26AgF7N4O4S2 as an isolated structure in a non-equilibrium geometry. The level of theory is the ωB97M-V functional and the def2-TZVPD basis.

The value obtained for the lowest unoccupied orbital energy is 3.949 eV. As for the total energy: -90373.7622 eV. Its net charge is -2. As for the relative energy (zero: lowest compared OMol25 entry of this formula, charge and spin): 172.3 kJ/mol. The frontier orbital gap is 4.59 eV.

CARTESIAN COORDINATES (ANGSTROEM)
Ag -0.58 -1.87 0.15
S -3.35 -1.79 -0.64
S -2.38 -2.10 -3.14
F 0.19 -2.19 -3.69
F 0.96 -8.03 1.53
F -1.10 -3.35 -4.99
F -5.57 -3.20 -0.46
F -3.88 -4.37 -1.12
F -4.04 -3.78 0.95
F -0.62 -4.07 -3.00
O -2.99 -1.35 0.68
O -4.32 -1.01 -1.37
O -2.22 -0.78 -3.69
O -3.47 -2.91 -3.61
N 1.85 1.19 0.48
N 0.48 3.05 0.32
N -0.49 0.92 0.52
N -2.11 -2.21 -1.56
C 4.54 -1.29 0.33
C 2.26 3.56 -1.28
C 3.86 -2.44 -0.05
C -1.73 1.56 0.43
C -0.87 -2.99 -3.71
C -0.70 -5.05 0.25
C 3.10 4.50 -1.86
C 0.56 1.64 0.42
C 1.34 3.94 -0.30
C 0.25 5.72 1.10
C -4.25 -3.40 -0.30
C -2.42 1.91 1.61
C 3.02 5.83 -1.49
C -4.29 2.68 0.28
C 2.43 -0.13 0.34
C 0.54 -6.72 1.39
C 1.25 5.30 0.06
C 3.83 -0.12 0.54
C -2.35 1.76 -0.80
C -0.31 -6.39 0.37
C 1.00 -5.78 2.28
C -0.28 -4.01 1.10
C 1.69 -1.26 0.02
C 4.57 1.12 1.00
C -3.68 2.47 1.52
C 2.48 -2.41 -0.17
C -3.63 2.31 -0.88
C 0.58 -4.45 2.12
C -1.77 1.61 2.94
C 2.08 6.22 -0.54
H -4.10 2.43 -1.84
H 1.97 -3.34 -0.41
H -0.87 2.23 3.09
H 0.37 5.14 2.03
H 3.81 4.17 -2.61
H 1.68 -6.08 3.08
H 4.60 1.92 0.24
H 0.98 -3.73 2.83
H -1.44 0.57 2.97
H 2.30 2.53 -1.61
H 3.68 6.57 -1.94
H -0.44 3.39 0.55
H -2.46 1.80 3.76
H 2.52 1.93 0.52
H -0.65 -7.15 -0.33
H 5.61 0.87 1.24
H 4.12 1.55 1.91
H -0.79 5.56 0.77
H 5.62 -1.30 0.47
H -4.22 2.72 2.43
H -1.84 1.42 -1.70
H 0.36 6.78 1.34
H -5.29 3.09 0.23
H 4.41 -3.36 -0.23
H -1.37 -4.82 -0.58
H 2.00 7.26 -0.26

Mulliken population analysis, charges in e, atoms 1 to 6: Ag -0.08; S 0.93; S 0.90; F -0.23; F -0.37; F -0.25